{"formula": "C36H54BrN3O2SSi2Ti", "method": "wB97M-V/def2-TZVPD", "e_tot_ev": -166517.79015, "largest_force_ev_per_a": 3.79, "charge": 1, "multiplicity": 2, "de_lowest_ev": 0.000, "species": ["Ti", "C", "C", "C", "C", "C", "C", "C", "Br", "C", "O", "C", "C", "C", "C", "C", "C", "H", "H", "H", "H", "H", "H", "H", "H", "H", "H", "H", "H", "H", "H", "H", "H", "H", "H", "H", "H", "C", "Si", "C", "C", "C", "Si", "C", "C", "C", "H", "H", "H", "H", "H", "H", "H", "H", "H", "H", "H", "H", "H", "H", "H", "H", "H", "H", "H", "S", "C", "N", "C", "C", "C", "C", "H", "H", "H", "H", "H", "O", "N", "C", "C", "C", "C", "C", "H", "H", "H", "H", "H", "C", "C", "C", "N", "C", "C", "H", "H", "H", "H", "H"], "coordinates": [[9.442, -16.170, -11.672], [8.865, -23.460, -13.465], [7.488, -22.777, -13.268], [6.778, -23.413, -12.089], [6.812, -23.003, -14.612], [7.788, -21.279, -13.021], [8.878, -20.821, -12.377], [9.009, -19.446, -12.274], [10.680, -18.713, -11.518], [8.250, -18.465, -12.909], [8.508, -17.216, -12.904], [7.118, -18.941, -13.638], [6.879, -20.323, -13.593], [6.174, -18.023, -14.541], [7.104, -17.515, -15.740], [5.111, -18.807, -15.220], [5.589, -16.832, -13.786], [8.788, -24.562, -13.564], [9.507, -23.270, -12.570], [9.315, -23.022, -14.311], [6.678, -24.548, -12.221], [5.786, -22.956, -11.932], [7.399, -23.259, -11.210], [6.838, -24.047, -14.926], [7.470, -22.463, -15.360], [5.756, -22.644, -14.668], [9.559, -21.482, -11.887], [6.040, -20.827, -14.098], [7.441, -18.497, -16.180], [8.039, -17.033, -15.435], [6.526, -16.903, -16.448], [5.444, -19.437, -16.102], [4.406, -18.041, -15.513], [4.674, -19.562, -14.548], [6.248, -16.382, -13.037], [4.614, -17.120, -13.273], [5.398, -16.043, -14.491], [13.568, -13.895, -11.725], [11.889, -13.704, -12.605], [12.069, -12.506, -14.072], [10.855, -12.564, -11.534], [11.043, -15.408, -12.958], [11.206, -16.096, -14.720], [10.121, -15.054, -15.766], [12.978, -15.902, -15.351], [10.874, -17.960, -15.032], [14.252, -14.402, -12.335], [13.361, -14.580, -10.847], [13.932, -12.937, -11.428], [12.450, -11.544, -13.730], [11.131, -12.250, -14.603], [12.715, -12.887, -14.841], [9.809, -12.824, -11.626], [10.925, -11.550, -11.830], [11.032, -12.594, -10.405], [11.919, -15.978, -12.573], [9.053, -15.165, -15.449], [10.091, -15.209, -16.826], [10.341, -13.970, -15.689], [13.298, -14.886, -15.294], [12.929, -16.131, -16.462], [13.681, -16.558, -14.784], [9.864, -18.282, -15.283], [11.307, -18.652, -14.271], [11.528, -18.111, -15.908], [7.641, -14.273, -11.340], [7.126, -13.559, -12.778], [7.918, -13.482, -13.856], [7.592, -12.938, -15.045], [6.511, -12.188, -15.134], [5.542, -12.188, -14.062], [5.840, -12.865, -12.933], [8.855, -13.905, -13.708], [8.402, -13.086, -15.770], [6.243, -11.649, -16.027], [4.611, -11.670, -14.151], [5.123, -12.930, -12.109], [10.821, -15.695, -10.139], [10.983, -15.050, -8.961], [10.040, -14.215, -8.477], [10.076, -13.837, -7.150], [11.089, -14.337, -6.356], [12.110, -15.044, -6.919], [12.040, -15.433, -8.248], [9.280, -13.844, -9.196], [9.283, -13.153, -6.818], [11.064, -14.027, -5.326], [13.011, -15.278, -6.394], [12.706, -16.082, -8.790], [6.879, -19.164, -8.618], [6.258, -18.508, -9.639], [7.000, -17.440, -10.216], [8.261, -17.147, -9.910], [8.739, -17.611, -8.794], [8.046, -18.639, -8.102], [6.531, -20.052, -8.100], [5.361, -18.917, -10.172], [6.600, -16.938, -11.074], [9.751, -17.390, -8.448], [8.594, -19.164, -7.285]]}